CH3NO4S | the ωB97M-V functional and the def2-TZVPD basis

Output
LUMO energy: -1.76 eV
Energy above the lowest of the compared OMol25 structures with the same formula, charge and spin: 40.69 kcal per mole
HOMO energy: -0.3697 Eh
Frontier orbital gap: 8.30 eV
Electronic energy: -21596.855 eV
Charge: 0
Spin multiplicity: 1
SMILES: COS(=O)(=O)N=O

Positions of all 10 atoms, in Å:
C -1.4524 -0.0968 0.2171
O -0.1548 -0.4020 0.8028
S 1.0546 -0.4887 -0.2477
O 2.0737 -1.0869 0.5393
O 0.6836 -1.1575 -1.4615
N 1.6848 1.4559 -0.6028
O 1.6424 1.9783 0.4672
H -2.1803 -0.2871 0.9952
H -1.7299 -0.8525 -0.5671
H -1.6218 0.9372 -0.1424